1.
Density functional theory data (the ωB97M-V functional and the def2-TZVPD basis) for an isolated molecule of C4H8O2.

The geometry in ORCA input format:
```
! RIJCOSX wB97M-V def2-TZVPD def2/J DEFGRID3
* xyz 0 1
H 0.89 -1.48 -0.96
O 2.23 -0.26 -0.04
H 0.90 -1.62 0.80
H -1.60 -0.76 -0.98
H -2.33 0.10 0.38
H -0.96 2.04 -0.41
C -1.50 -0.55 0.09
H -1.57 -1.50 0.64
H 2.11 0.46 0.60
C 0.99 -0.91 -0.04
H 0.79 1.79 -0.94
C -0.04 1.47 -0.31
C -0.14 0.09 0.14
O 0.23 1.13 1.05
*
```

SMILES string   C[C@@]1(CO)CO1
Relative energy (zero: lowest compared OMol25 entry of this formula, charge and spin)   46.6 kcal per mole
HOMO-LUMO gap   0.411 Eh
HOMO   -10.250 eV
Max |F|   0.5 eV Å⁻¹

Mulliken population analysis, charges in e, atoms 1 to 2: atom 1 (H): 0.311, atom 2 (O): -0.548


2.
Density functional theory data (the ωB97M-V functional and the def2-TZVPD basis) for a structure of composition C6H15NO at a distorted geometry.

The geometry in ORCA input format:
```
! RIJCOSX wB97M-V def2-TZVPD def2/J DEFGRID3
* xyz 0 1
C 0.62 -0.97 -0.68
H 2.43 0.90 0.77
H 0.01 -1.85 -0.84
C 1.43 1.11 0.39
H -1.07 1.06 -2.37
C 0.59 -0.11 0.36
H -2.29 -1.10 1.99
H -0.10 0.19 2.39
H 1.51 1.47 -0.63
H -2.55 1.23 1.77
H 0.98 1.93 0.94
C -0.22 -0.50 1.57
H 2.74 -0.86 -1.38
H 1.55 0.06 -2.29
H -1.85 -1.20 0.31
H -2.02 1.15 0.11
H -0.22 0.10 -0.82
H 1.60 -1.66 -2.46
C -1.73 -0.59 1.21
O -0.83 1.30 -1.48
C 1.70 -0.86 -1.73
N -2.37 0.68 0.95
H 0.08 -1.49 1.92
*
```

Relative energy (zero: lowest compared OMol25 entry of this formula, charge and spin)   87.9 kcal per mole
HOMO-LUMO gap   0.327 Eh
HOMO   -8.352 eV
Max |F|   3.6 eV Å⁻¹

Mulliken population analysis, charges in e, atoms 1 to 2: atom 1 (C): -0.070, atom 2 (H): 0.363


3.
Density functional theory data (the ωB97M-V functional and the def2-TZVPD basis) for a structure of composition C6H8N at a distorted geometry.

The geometry in ORCA input format:
```
! RIJCOSX wB97M-V def2-TZVPD def2/J DEFGRID3
* xyz 1 1
H 2.38 -0.75 -0.42
H -1.37 -2.20 -0.81
H -3.24 2.08 -0.68
C 1.44 -0.17 -0.40
C -2.60 1.31 -0.35
C 0.37 -1.04 -0.27
H 0.60 1.58 0.59
N -1.22 -0.53 0.64
C 1.55 1.04 0.54
H 1.80 0.70 1.54
C -1.94 0.38 0.06
C -0.81 -1.77 0.04
H 1.37 0.20 -1.45
H 2.32 1.71 0.19
H -0.66 -2.55 0.80
*
```

Relative energy (zero: lowest compared OMol25 entry of this formula, charge and spin)   196.3 kcal per mole
HOMO-LUMO gap (spin up / spin down)   0.245 / 0.244 Eh
HOMO (spin up / spin down)   -13.627 / -13.623 eV
Max |F|   3.3 eV Å⁻¹

Mulliken population analysis, charges in e, atoms 1 to 2: atom 1 (H): 0.368, atom 2 (H): 0.339


4.
Density functional theory data (the ωB97M-V functional and the def2-TZVPD basis) for an isolated molecule of C4H9NS at a distorted geometry.

The geometry in ORCA input format:
```
! RIJCOSX wB97M-V def2-TZVPD def2/J DEFGRID3
* xyz 0 1
H 1.01 1.64 -0.50
C -2.88 -0.65 -0.40
H -0.49 2.48 -0.24
C -0.48 0.35 -0.13
H 0.02 -1.51 0.57
C -1.92 0.00 0.38
H -2.72 -0.48 -1.52
S 1.98 -0.51 -0.31
H -3.79 -0.92 0.04
H 0.70 -0.46 1.65
H -1.80 -0.10 1.57
C 0.53 -0.50 0.68
N 0.18 1.73 0.06
H -0.17 0.08 -1.15
H 2.78 0.15 0.92
*
```

SMILES string   C=C[C@@H](N)CS
Relative energy (zero: lowest compared OMol25 entry of this formula, charge and spin)   86.2 kcal per mole
HOMO-LUMO gap   0.347 Eh
HOMO   -8.880 eV
Max |F|   7.5 eV Å⁻¹

Mulliken population analysis, charges in e, atoms 1 to 2: atom 1 (H): 0.263, atom 2 (C): -0.654


5.
Density functional theory data (the ωB97M-V functional and the def2-TZVPD basis) for a cluster of 12 separate species, H24O12 in total.

The geometry in ORCA input format:
```
! RIJCOSX wB97M-V def2-TZVPD def2/J DEFGRID3
* xyz 0 1
O -11.54 0.70 20.69
O -10.75 -0.68 16.50
H -17.62 -7.22 23.03
H -9.87 -0.88 16.19
O -12.69 -4.85 16.23
H -14.87 -2.10 21.49
H -16.99 -6.77 19.07
H -19.11 1.58 21.35
H -11.95 -5.24 16.71
H -12.62 -3.91 16.41
H -15.80 -3.04 26.53
H -16.45 -0.11 23.69
H -11.38 1.58 20.34
H -11.09 0.69 21.54
O -17.33 -6.87 22.19
O -15.66 -0.48 24.08
H -16.43 -6.60 22.35
O -17.58 -2.09 17.90
O -16.60 -6.73 18.20
O -15.88 -3.47 27.38
O -12.90 -6.68 22.14
H -18.36 -1.73 18.32
H -16.54 -2.96 27.85
H -12.57 -5.83 21.85
O -19.19 0.72 21.76
H -12.41 -7.32 21.63
H -9.40 -4.69 19.99
H -20.10 0.68 22.06
H -13.81 -1.91 20.43
H -15.19 0.28 24.42
O -9.35 -5.30 19.26
H -16.08 -5.92 18.21
H -10.67 -0.63 17.45
H -16.97 -2.25 18.63
H -8.50 -5.73 19.37
O -14.51 -2.50 20.70
*
```

SMILES string   O.O.O.O.O.O.O.O.O.O.O.O
Relative energy (zero: lowest compared OMol25 entry of this formula, charge and spin)   63.9 kcal per mole
HOMO-LUMO gap   0.389 Eh
HOMO   -10.627 eV
Max |F|   0.4 eV Å⁻¹

Mulliken population analysis, charges in e, atoms 1 to 2: atom 1 (O): -0.628, atom 2 (O): -0.633


6.
Density functional theory data (the ωB97M-V functional and the def2-TZVPD basis) for a structure of composition C33H26F10N5O4Ru at a distorted geometry.

The geometry in ORCA input format:
```
! RIJCOSX wB97M-V def2-TZVPD def2/J DEFGRID3
* xyz -1 1
C 1.36 4.65 -1.76
C 0.02 -2.78 1.88
C 3.02 1.20 -2.59
C -4.52 2.63 1.67
H -2.06 1.27 1.45
C 1.53 -5.55 -0.95
H -0.46 -2.35 -1.29
C -1.40 -1.88 -1.05
H -4.68 -2.29 -1.76
C -1.40 -0.77 -0.18
O 2.46 0.42 0.92
F 3.01 -1.78 -0.89
F -0.09 -5.10 0.60
O 4.21 1.94 -5.02
F 1.74 5.54 -2.67
H -1.23 0.75 3.08
C 3.02 -3.91 -1.75
O 4.10 1.63 0.02
H -0.83 -3.39 1.55
H 2.12 -1.66 2.75
C 2.38 1.07 -3.81
C -0.16 0.73 3.21
H 0.04 0.77 4.28
H 4.02 1.61 -2.55
C 0.94 -4.61 -0.12
F -1.12 2.11 -1.32
C 1.64 -0.85 3.28
C -0.56 -1.66 2.73
F 1.06 -6.80 -0.95
C 1.34 -3.25 -0.07
C 2.00 4.62 -0.53
N 0.22 1.73 1.02
F 2.26 3.73 1.59
C 0.31 3.79 -2.02
C 0.47 1.90 2.46
C -0.07 2.88 -1.06
F 3.13 -6.12 -2.59
C 3.08 0.98 -0.08
C -4.23 0.46 2.62
H -0.71 -1.96 3.77
H -3.83 3.12 2.38
F -0.34 3.87 -3.17
C -2.88 1.13 0.75
H 1.43 -1.14 4.32
C 1.60 3.71 0.43
O 2.31 1.43 -6.14
C -3.83 -0.75 -0.54
C 0.51 0.20 -2.59
C 1.09 0.56 -3.78
H -4.50 3.20 0.74
N -4.17 1.25 1.42
H 0.56 0.47 -4.72
Ru 0.51 -0.27 0.55
F 4.06 -3.55 -2.51
C -3.78 -1.87 -1.34
H -5.52 2.69 2.09
C 2.57 -5.21 -1.79
H -0.51 -0.16 -2.55
C 3.04 1.51 -5.14
C 2.39 0.82 -1.42
N 0.79 -2.26 0.73
N 0.36 -0.51 2.62
C 0.58 2.77 0.18
H 0.05 2.85 2.81
F 2.99 5.46 -0.27
H -4.78 -0.27 -0.34
N 1.13 0.32 -1.40
H -2.80 1.95 0.04
H -1.52 -1.33 2.31
H 1.55 1.94 2.61
H -3.95 -0.57 2.40
C -2.68 -0.19 0.02
H -5.24 0.46 3.03
C -2.54 -2.44 -1.61
H -2.45 -3.30 -2.25
H -3.55 0.84 3.41
H 2.31 0.00 3.26
C 2.43 -2.98 -0.92
H 0.65 -3.43 2.50
*
```

Relative energy (zero: lowest compared OMol25 entry of this formula, charge and spin)   0.0 kcal per mole
HOMO-LUMO gap (spin up / spin down)   0.191 / 0.191 Eh
HOMO (spin up / spin down)   -5.273 / -5.273 eV
Max |F|   1.8 eV Å⁻¹

Mulliken population analysis, charges in e, atoms 1 to 2: atom 1 (C): 0.635, atom 2 (C): -1.624


7.
Density functional theory data (the ωB97M-V functional and the def2-TZVPD basis) for a cluster of 17 separate species, H32IO16 in total at a distorted geometry.

The geometry in ORCA input format:
```
! RIJCOSX wB97M-V def2-TZVPD def2/J DEFGRID3
* xyz -1 1
H -0.66 1.64 -2.54
H 0.05 2.88 -2.03
H 0.73 1.67 -4.51
H 1.27 2.06 -5.87
O 2.12 -2.14 4.14
O 3.16 3.59 -0.30
O -4.17 -1.34 0.50
O -0.06 3.06 2.47
H 4.05 3.46 0.02
O -3.76 2.24 0.11
H 2.76 -2.85 4.13
H 0.04 -3.01 1.59
H 0.54 -3.88 -2.63
O 1.44 1.49 -5.13
H -3.39 2.63 -0.69
H 0.04 2.26 1.96
H 0.74 -2.42 -2.98
H 2.75 2.72 -0.24
O -3.79 -3.99 -1.07
H -1.54 0.92 4.61
H 2.05 -1.59 -0.17
H -3.15 1.55 0.35
O 3.42 -0.57 -2.67
O -0.51 5.59 1.95
O -0.07 2.35 -2.81
H 3.33 -0.90 -1.77
O -2.62 -1.84 -2.32
H 0.45 2.90 3.26
H -0.40 -1.58 1.84
O -2.07 0.29 4.12
H -2.12 -1.23 -1.78
O 2.76 0.15 2.05
O 0.06 -3.07 -2.80
H -3.24 -4.66 -0.66
H -3.45 -1.30 -0.13
H 1.56 -2.31 3.38
H 1.96 0.35 1.57
H -3.19 -3.26 -1.24
O 2.87 -2.02 -0.44
H -1.98 -2.20 -2.94
I -0.49 0.32 0.01
H 2.76 -2.93 -0.16
H -1.87 0.47 3.20
H 0.39 5.85 1.72
H 2.52 -0.56 2.64
H 2.99 -1.24 -3.21
H -3.84 -1.90 1.21
H -0.48 4.64 1.99
O 0.03 -2.32 2.26
*
```

Relative energy (zero: lowest compared OMol25 entry of this formula, charge and spin)   10.4 kcal per mole
HOMO-LUMO gap   0.306 Eh
HOMO   -6.666 eV
Max |F|   1.1 eV Å⁻¹

Mulliken population analysis, charges in e, atoms 1 to 2: atom 1 (H): 0.252, atom 2 (H): 0.315


8.
Density functional theory data (the ωB97M-V functional and the def2-TZVPD basis) for a structure of composition C5H5NO at a distorted geometry.

The geometry in ORCA input format:
```
! RIJCOSX wB97M-V def2-TZVPD def2/J DEFGRID3
* xyz 0 1
C -0.39 -0.98 0.14
C -0.40 0.19 1.06
H -0.41 -2.03 0.42
H -1.12 0.52 1.80
H -1.43 0.36 -1.33
H 1.51 -0.71 -1.20
H -0.89 -1.28 -1.96
C 0.57 0.78 0.31
C 0.63 -0.28 -0.74
C -0.76 -0.50 -1.23
O 1.11 1.96 1.89
N 1.34 1.83 0.69
*
```

Relative energy (zero: lowest compared OMol25 entry of this formula, charge and spin)   132.7 kcal per mole
HOMO-LUMO gap (spin up / spin down)   0.299 / 0.299 Eh
HOMO (spin up / spin down)   -8.927 / -8.929 eV
Max |F|   2.2 eV Å⁻¹

Mulliken population analysis, charges in e, atoms 1 to 2: atom 1 (C): -0.234, atom 2 (C): -0.345


Look up the max |F| of the first one.
0.5 eV Å⁻¹